(1)
16
Properties=species:S:1:pos:R:3:mulliken_charge:R:1 method="wB97M-V/def2-TZVPD" orbital_gap_ev=9.759 total_energy_ha=-570.85738 total_charge=+1 homo_ev=-14.43 largest_force_ha_per_bohr=0.115
C -0.594 1.907 0.682 -1.11
N 0.252 0.816 0.329 -0.03
C -0.340 -0.349 -0.146 0.12
P -2.119 -0.470 -0.111 -0.01
C 0.654 -1.280 -0.610 -0.26
N 1.974 -0.634 -0.660 -0.61
H -1.358 1.930 1.532 0.33
H -1.188 2.262 -0.131 0.49
H 0.098 2.864 0.902 0.31
H 1.267 0.666 0.335 0.35
H -2.170 -1.833 -0.060 0.10
H -2.348 -0.007 1.199 0.11
H 0.391 -1.790 -1.595 0.38
H 0.616 -2.177 0.022 0.33
H 2.275 -0.781 -1.624 0.26
H 2.590 -1.123 -0.064 0.23



(2)
48
Properties=species:S:1:pos:R:3:mulliken_charge:R:1 method="wB97M-V/def2-TZVPD" orbital_gap_ev="4.331 / 4.779" total_energy_ha=-2506.43079 total_charge=+1 homo_ev="-8.29 / -11.87" spin_multiplicity=5 largest_force_ha_per_bohr=0.113
C 3.547 4.481 -2.202 -0.82
O 3.221 3.299 -2.977 -0.39
C 2.924 2.165 -2.308 0.94
C 2.620 0.991 -3.046 -0.98
C 2.318 -0.187 -2.399 -0.54
C 2.302 -0.268 -0.985 1.05
C 1.931 -1.479 -0.269 0.16
C 1.605 -2.650 -0.897 -0.84
N 1.853 -1.334 1.136 -0.01
C 3.012 -1.467 1.913 0.63
C 2.745 -1.485 3.389 -1.11
O 4.136 -1.521 1.429 -0.55
C 2.589 0.911 -0.267 -0.54
C 2.906 2.098 -0.897 -0.38
H 3.737 5.219 -2.977 0.25
H 2.708 4.792 -1.566 0.37
H 4.443 4.324 -1.586 0.37
H 2.641 1.061 -4.131 0.46
H 2.070 -1.077 -2.981 0.23
H 1.343 -3.510 -0.290 0.31
H 1.666 -2.722 -1.975 0.30
H 1.024 -1.744 1.574 0.34
H 1.681 -1.409 3.623 0.30
H 3.149 -2.420 3.784 0.32
H 3.281 -0.641 3.832 0.32
H 2.559 0.896 0.824 0.38
H 3.146 2.973 -0.290 0.44
O -5.775 1.824 1.574 -0.33
C -4.882 1.093 1.418 0.30
Fe -3.600 -0.041 1.138 0.74
C -2.667 0.994 2.170 0.22
O -2.009 1.637 2.880 -0.35
C -4.128 -0.931 2.568 0.22
O -4.415 -1.761 3.328 -0.31
C -1.772 -1.249 0.380 0.66
C -2.657 -2.310 0.227 -0.69
C -3.953 -2.239 -0.226 -0.52
C -4.649 -1.089 -0.590 -0.42
C -4.147 0.150 -1.016 -0.75
C -2.832 0.599 -0.944 -0.48
C -1.803 0.025 -0.199 -0.46
H -0.859 -1.465 0.952 -0.04
H -2.305 -3.285 0.586 0.32
H -4.532 -3.170 -0.218 0.30
H -5.740 -1.196 -0.690 0.42
H -4.889 0.854 -1.431 0.44
H -2.641 1.617 -1.327 0.33
H -0.905 0.648 -0.043 0.42



(3)
9
Properties=species:S:1:pos:R:3:mulliken_charge:R:1 method="wB97M-V/def2-TZVPD" orbital_gap_ev=9.030 total_energy_ha=-3036.16033 total_charge=0 smiles="O=[N+]([O-])C1(Br)N=NN=N1" homo_ev=-11.00 largest_force_ha_per_bohr=0.051
O 0.944 -2.100 0.347 -0.51
N 0.095 -1.369 -0.058 0.91
O -1.021 -1.623 -0.406 -0.52
C 0.460 0.112 -0.091 0.45
Br 2.343 0.334 -0.023 -0.05
N -0.399 0.746 1.250 -0.06
N -1.176 1.483 0.752 -0.08
N -1.061 1.577 -0.689 -0.11
N -0.186 0.841 -1.082 -0.04



(4)
85
Properties=species:S:1:pos:R:3:mulliken_charge:R:1 method="wB97M-V/def2-TZVPD" orbital_gap_ev=7.790 total_energy_ha=-11058.95728 total_charge=+1 homo_ev=-10.76 largest_force_ha_per_bohr=0.024
Zr -0.131 -0.988 -1.315 -1.15
C -2.417 -3.136 1.523 -1.53
As -2.232 -1.394 0.671 1.77
C -3.869 -1.316 -0.368 -1.42
C -2.691 -0.062 2.028 -1.60
C -1.591 0.367 2.998 2.61
C -2.208 1.313 4.034 -1.96
C -0.531 1.193 2.250 -2.10
As 0.746 0.401 0.990 1.50
C 1.711 2.039 0.618 -1.39
C 2.044 -0.486 2.132 -1.49
C -0.927 -0.829 3.679 -1.29
As -1.811 -2.115 4.936 0.43
C -3.746 -1.775 4.836 -1.08
C -1.498 -1.115 6.595 -1.17
H -3.300 -3.132 2.164 0.44
H -1.550 -3.401 2.125 0.35
H -2.560 -3.891 0.750 0.50
H -4.687 -1.692 0.248 0.51
H -3.778 -1.929 -1.260 0.36
H -4.073 -0.282 -0.638 0.32
H -3.558 -0.451 2.565 0.70
H -3.036 0.805 1.455 0.55
H -2.613 2.205 3.551 0.43
H -1.457 1.637 4.756 0.45
H -3.019 0.833 4.580 0.24
H 0.120 1.679 2.985 0.74
H -1.026 1.995 1.693 0.50
H 2.112 2.401 1.566 0.61
H 1.029 2.785 0.213 0.37
H 2.528 1.853 -0.071 0.37
H 2.118 0.092 3.055 0.51
H 3.001 -0.502 1.618 0.55
H 1.769 -1.510 2.374 0.33
H -0.094 -0.459 4.288 0.72
H -0.467 -1.471 2.918 -0.39
H -4.160 -2.037 3.865 0.26
H -4.027 -0.755 5.091 0.33
H -4.194 -2.447 5.569 0.44
H -0.433 -1.123 6.827 0.34
H -2.026 -1.607 7.411 0.44
H -1.847 -0.087 6.517 0.33
F -4.308 2.011 -5.814 -0.29
C -3.637 1.647 -4.728 0.58
C -3.866 2.290 -3.518 0.24
F -4.763 3.264 -3.451 -0.29
C -3.167 1.921 -2.378 -0.29
F -3.417 2.541 -1.222 -0.33
C -2.219 0.905 -2.423 0.03
O -1.558 0.500 -1.342 0.88
C -2.024 0.275 -3.646 0.22
F -1.113 -0.741 -3.661 -0.33
C -2.704 0.621 -4.794 0.07
F -2.469 -0.012 -5.934 -0.28
N 4.956 5.386 -3.613 -0.46
C 4.327 4.206 -3.392 1.13
C 4.895 2.999 -3.834 -0.90
C 4.249 1.804 -3.621 -0.63
C 3.031 1.776 -2.935 -0.12
C 2.446 2.969 -2.521 -0.21
C 3.081 4.167 -2.745 -1.06
S 2.237 0.243 -2.724 1.12
O 0.790 0.587 -2.474 -0.64
O 2.517 -0.549 -3.888 -0.69
N 2.462 -0.531 -1.349 0.57
C 3.594 -1.321 -1.157 -0.25
S 5.021 -1.305 -2.133 -0.02
C 5.738 -2.454 -1.077 -0.26
C 4.859 -2.786 -0.104 -0.89
N 3.649 -2.142 -0.145 -0.11
H 5.853 5.417 -4.060 0.19
H 4.567 6.252 -3.290 0.19
H 5.836 3.011 -4.369 0.31
H 4.672 0.891 -4.014 0.56
H 1.471 2.956 -2.054 0.54
H 2.608 5.092 -2.440 0.32
H 6.734 -2.828 -1.244 0.46
H 5.052 -3.501 0.681 0.41
Cl 1.014 -5.634 -1.397 -0.04
C 0.414 -4.034 -1.434 0.52
Cl 1.218 -3.027 -2.689 -0.02
Cl 0.733 -3.166 0.149 0.00
C -1.128 -3.870 -1.644 0.20
O -1.855 -4.817 -1.586 -0.59
O -1.419 -2.622 -1.807 -0.32



(5)
9
Properties=species:S:1:pos:R:3:mulliken_charge:R:1 method="wB97M-V/def2-TZVPD" orbital_gap_ev=8.922 total_energy_ha=-667.07663 total_charge=0 homo_ev=-9.18 largest_force_ha_per_bohr=0.080
C -0.276 0.059 -0.383 -0.25
C -0.238 -0.596 0.652 -0.26
F -4.453 0.121 1.287 -0.19
F -4.615 1.128 -1.030 -0.25
F -4.640 -1.215 -0.539 -0.20
Si -3.893 0.063 -0.131 0.53
H -0.537 0.849 -1.061 0.38
H -1.761 0.625 0.331 -0.09
H -0.589 -1.120 1.495 0.34